Entry 1:
ORCA calculation (the ωB97M-V functional and the def2-TZVPD basis) on a cluster of 2 separate species, C2H3NO3 in total.

Results
Kohn-Sham gap (spin up / spin down)   7.97 / 7.24 eV
Highest occupied orbital energy (spin up / spin down)   -8.5 / -8.1 eV

Structure (XYZ):
```
9
Properties=species:S:1:pos:R:3:lowdin_charge:R:1
C 0.610 -0.453 0.743 -0.11
C -0.793 -0.032 0.926 0.00
N 0.648 0.294 -1.556 -0.35
O 1.457 -1.184 1.079 0.20
O -0.492 0.477 -1.823 -0.01
O 1.656 0.737 -2.031 0.01
H -1.263 -0.527 0.124 0.09
H -0.762 0.952 0.616 0.07
H -1.062 -0.264 1.922 0.10
```

=====

Entry 2:
ORCA calculation (the ωB97M-V functional and the def2-TZVPD basis) on a structure of composition C58H44Cl5N6OSTl.

Results
Total charge   -2
Kohn-Sham gap   5.04 eV
Highest occupied orbital energy   -1.4 eV

Structure (XYZ):
```
116
Properties=species:S:1:pos:R:3:lowdin_charge:R:1
Tl -0.224 0.408 -0.127 0.78
C 2.205 7.400 -2.846 -0.12
C 1.141 7.102 -2.006 -0.09
C 0.734 5.789 -1.836 -0.04
C 1.384 4.738 -2.487 -0.18
C 2.425 5.058 -3.361 -0.05
C 2.835 6.372 -3.532 -0.10
C 0.971 3.337 -2.236 -0.07
C 1.965 2.426 -1.824 -0.27
C 3.357 2.761 -1.576 -0.02
C 3.984 1.599 -1.277 -0.03
C 2.973 0.558 -1.334 -0.26
C 3.225 -0.813 -1.153 -0.05
C 4.637 -1.239 -0.971 -0.19
C 5.604 -0.991 -1.945 -0.04
C 6.893 -1.481 -1.802 -0.10
C 7.240 -2.220 -0.679 -0.12
C 6.292 -2.446 0.311 -0.09
C 5.001 -1.962 0.168 -0.02
C 2.278 -1.856 -1.160 -0.25
N 0.930 -1.733 -1.097 0.04
C 0.398 -2.969 -1.075 -0.29
C -0.997 -3.218 -0.983 -0.07
C -1.501 -4.425 -0.292 -0.17
C -1.026 -5.729 -0.473 -0.04
C -1.476 -6.779 0.312 -0.10
C -2.450 -6.572 1.278 -0.12
C -2.979 -5.299 1.437 -0.09
C -2.505 -4.245 0.676 -0.05
C -1.972 -2.295 -1.433 -0.27
C -3.340 -2.674 -1.764 -0.03
C -3.933 -1.571 -2.275 -0.01
C -2.930 -0.517 -2.248 -0.25
N -1.773 -1.002 -1.737 0.05
C -3.155 0.807 -2.650 -0.07
C -2.221 1.863 -2.656 -0.25
C -2.453 3.132 -3.322 -0.02
C -1.308 3.846 -3.198 -0.02
C -0.378 3.009 -2.464 -0.25
N -0.971 1.834 -2.149 0.05
C -4.525 1.138 -3.127 -0.21
C -5.318 2.028 -2.401 -0.03
C -6.600 2.343 -2.821 -0.09
C -7.114 1.775 -3.980 -0.12
C -6.333 0.893 -4.713 -0.10
C -5.048 0.581 -4.293 -0.05
C 1.460 -3.951 -1.159 -0.04
C 2.624 -3.261 -1.231 -0.02
N 1.775 1.104 -1.630 0.06
H 2.540 8.424 -2.957 0.09
H 0.632 7.896 -1.473 0.10
H -0.086 5.561 -1.169 0.10
H 2.914 4.266 -3.913 0.12
H 3.656 6.598 -4.203 0.09
H 3.789 3.748 -1.600 0.10
H 5.025 1.462 -1.027 0.10
H 5.326 -0.426 -2.826 0.12
H 7.632 -1.296 -2.573 0.09
H 8.244 -2.615 -0.580 0.09
H 6.566 -3.007 1.196 0.10
H 4.248 -2.121 0.932 0.09
H -0.326 -5.936 -1.269 0.09
H -1.068 -7.773 0.169 0.09
H -2.787 -7.390 1.904 0.09
H -3.750 -5.120 2.177 0.10
H -2.907 -3.252 0.824 0.12
H -3.767 -3.658 -1.656 0.10
H -4.950 -1.477 -2.619 0.10
H -3.351 3.408 -3.852 0.10
H -1.093 4.823 -3.601 0.10
H -4.911 2.459 -1.494 0.13
H -7.201 3.035 -2.243 0.09
H -8.118 2.017 -4.307 0.09
H -6.724 0.449 -5.622 0.09
H -4.432 -0.095 -4.873 0.12
H 1.360 -5.018 -1.252 0.08
H 3.615 -3.670 -1.349 0.11
Cl 0.417 1.341 5.920 0.56
C -1.240 1.375 5.319 -0.73
C -1.445 1.088 3.980 -0.14
C -2.782 1.096 3.606 -0.72
Cl -3.219 0.694 1.947 0.56
C -3.831 1.395 4.471 -0.72
Cl -5.486 1.420 3.938 0.60
C -3.556 1.677 5.808 -0.73
Cl -4.841 2.038 6.915 0.60
C -2.236 1.658 6.247 -0.72
Cl -1.899 1.977 7.927 0.59
C 2.704 1.274 2.257 0.00
C 1.823 2.465 2.178 -0.40
N 1.118 2.833 1.137 0.07
C 0.512 4.011 1.479 -0.15
C 0.856 4.368 2.748 -0.12
N 1.704 3.377 3.180 0.09
H 2.142 0.365 2.051 0.04
H 3.153 1.188 3.247 0.08
H 3.487 1.344 1.500 0.07
H -0.135 4.527 0.791 0.08
H 0.576 5.209 3.357 0.09
H 2.077 3.287 4.107 0.12
C 2.217 -5.049 2.129 -0.14
C 1.096 -4.290 2.817 -0.36
S 0.970 -2.579 2.095 0.89
O 2.353 -2.046 2.239 -0.53
C 0.047 -1.852 3.490 -0.39
C -1.234 -2.589 3.838 -0.13
H 2.478 -5.953 2.683 0.07
H 3.100 -4.410 2.061 0.06
H 1.923 -5.320 1.119 0.05
H 1.303 -4.174 3.883 0.08
H 0.126 -4.763 2.654 0.07
H -0.198 -0.829 3.177 0.03
H 0.755 -1.796 4.320 0.09
H -1.767 -2.887 2.936 0.05
H -1.894 -1.931 4.408 0.07
H -1.051 -3.484 4.435 0.06
```

=====

Relative energy (zero: lowest compared OMol25 entry of this formula, charge and spin) across the listed records, respectively: 139.3 0.0 kcal/mol.
F_max across the listed records, respectively: 4.7 1.3 eV/A.
Total energy across the listed records, respectively: -9750.049 -149990.306 eV.